Record 1
Formula: C11H27F6MgN8O9S2
Source: OMol25
Level of theory: wB97M-V/def2-TZVPD

Cartesian coordinates (Å):
Mg -0.1466 0.4141 -0.3213
C -4.2819 0.0670 -0.9396
F -5.4091 0.3440 -1.5754
F -4.6049 -0.1095 0.3967
F -3.7927 -1.0649 -1.3789
S -2.9883 1.4368 -1.2426
O -2.3550 0.9964 -2.4058
O -3.6434 2.7203 -1.3617
N -1.7427 1.3464 0.0758
S -2.4932 2.2733 1.1662
O -1.8564 3.5196 1.3801
O -3.9870 2.3092 1.1363
C -2.1503 1.2652 2.7919
F -0.8051 0.9295 2.7869
F -2.3929 2.0332 3.9063
F -2.9802 0.2223 2.8248
C 0.7591 2.2338 -2.7427
O 0.3533 1.8222 -1.6944
N 1.9365 2.6261 -3.0298
N 0.1359 2.2416 -3.8753
H 1.9986 2.9930 -3.9687
H 2.6209 2.7474 -2.2971
H -0.8299 2.0308 -4.0822
H 0.7303 2.6568 -4.5784
C 1.6902 2.7293 1.1576
O 1.0600 1.7280 0.7038
N 2.7221 2.5358 1.8070
N 1.2230 3.9923 1.2086
H 2.7685 1.6221 2.2347
H 3.2068 3.3588 2.1355
H 1.8138 4.7324 1.5598
H 0.4663 4.1963 0.5715
C 2.7638 -0.5729 -1.0069
O 1.5719 -0.5865 -0.8242
N 3.3186 -1.5682 -1.5834
N 3.6724 0.3137 -0.5938
H 4.3264 -1.5924 -1.6459
H 2.7803 -2.2585 -2.0872
H 4.6470 0.1402 -0.7943
H 3.2733 1.2030 -0.3292
C -0.4207 -1.6021 -3.0520
O -0.6962 -1.2569 -1.7048
C -0.7845 -2.4216 -0.9770
C -1.1199 -2.1029 0.4873
N -0.3706 -1.0738 1.1120
C 0.9010 -1.7201 1.5576
C 0.7667 -2.0558 3.0468
O -0.2988 -3.0469 3.2505
C -0.0293 -4.4227 3.1443
H 0.3232 -2.3987 -3.0434
H -0.1087 -0.7147 -3.6026
H -1.3337 -1.9572 -3.5301
H 0.1585 -2.9678 -0.9585
H -1.4658 -3.1066 -1.4816
H -1.1188 -2.9255 1.2024
H -2.1317 -1.6990 0.4509
H -0.7339 -0.9436 2.0454
H 1.6760 -0.9696 1.4018
H 1.3099 -2.6124 1.0837
H 0.5128 -1.1021 3.5096
H 1.7298 -2.4307 3.3931
H -0.0272 -4.6725 2.0833
H -0.9417 -4.9142 3.4822
H 0.8244 -4.9107 3.6145

Output
- Orbital gap: 9.68 eV
- Net charge: +1
- Total energy: -3146.0687 Ha

Computed Löwdin charges, given in elementary charges:
1 Mg 0.51
2 C -0.61
3 F 0.18
4 F 0.09
5 F 0.16
6 S 0.71
7 O -0.27
8 O -0.25
9 N -0.29
10 S 0.63
11 O -0.26
12 O -0.30
13 C -0.54
14 F 0.06
15 F 0.12
16 F 0.14
17 C -0.73
18 O 0.03
19 N 0.20
20 N 0.20
21 H 0.12
22 H 0.13
23 H 0.13
24 H 0.11
25 C -0.68
26 O -0.05
27 N 0.20
28 N 0.22
29 H 0.15
30 H 0.14
31 H 0.12
32 H 0.11
33 C -0.70
34 O 0.01
35 N 0.21
36 N 0.21
37 H 0.13
38 H 0.14
39 H 0.12
40 H 0.09
41 C -0.04
42 O -0.26
43 C -0.21
44 C -0.16
45 N -0.07
46 C -0.17
47 C -0.14
48 O -0.20
49 C -0.11
50 H 0.09
51 H 0.10
52 H 0.11
53 H 0.12
54 H 0.14
55 H 0.12
56 H 0.12
57 H 0.09
58 H 0.10
59 H 0.13
60 H 0.12
61 H 0.13
62 H 0.07
63 H 0.10
64 H 0.10

=====

Record 2
Formula: C11H27I2O2P2V
Source: OMol25
Level of theory: wB97M-V/def2-TZVPD

Cartesian coordinates (Å):
I 1.8868 1.6809 -2.6212
I -0.3019 -2.2923 -3.0912
V -0.1191 -0.7212 -0.9977
P 2.3014 -1.1457 -0.5930
C 2.1206 -2.8078 0.1782
C 3.6356 -1.3352 -1.8509
H 4.5989 -1.6675 -1.4192
H 4.0033 -0.4866 1.1039
H 3.7389 -0.3830 -2.3968
H 3.2234 0.9106 0.2540
H 1.6666 -3.4854 -0.5766
H 3.2775 -2.0915 -2.5567
C 3.0473 -0.0836 0.7035
H 3.1179 -3.1784 0.4906
H 2.3074 0.0510 1.5154
H 1.4419 -2.7312 1.0576
P -1.5083 1.0659 -1.9067
C -3.1382 0.2564 -1.5994
C -1.4883 2.5893 -0.8705
H -0.5864 2.1692 -3.8419
H -2.4192 2.3552 -3.8529
H -1.6183 0.7713 -4.2684
C -1.5611 1.6800 -3.6494
H -0.5258 3.1069 -1.0575
H -2.3357 3.2869 -1.0727
H -3.9558 0.9393 -1.9163
H -3.2070 0.0224 -0.5106
H -1.4767 2.2765 0.1946
H -3.1316 -0.6917 -2.1866
C -1.1580 -2.0041 -0.1344
O -1.8477 -2.7761 0.4368
C -0.0764 -0.8839 2.9513
C -0.5507 0.3618 2.1969
C -2.0724 0.3110 2.2671
C -0.0531 1.6075 2.9347
O -0.1038 0.3369 0.8761
H -0.4388 -0.7775 3.9824
H 1.0161 -0.9681 2.9822
H -0.4667 -1.8311 2.5530
H -2.3421 0.3560 3.3289
H -2.5385 1.1603 1.7627
H -2.5115 -0.6026 1.8524
H 1.0344 1.5775 2.9388
H -0.4640 2.4748 2.4254
H -0.4209 1.5974 3.9839

Output
- Orbital gap (alpha / beta): 5.61 / 6.07 eV
- Spin multiplicity: 3
- Net charge: +2
- Total energy: -2807.2591 Ha

Computed Löwdin charges, given in elementary charges:
1 I 0.71
2 I 0.65
3 V 0.10
4 P 0.69
5 C -0.24
6 C -0.26
7 H 0.08
8 H 0.09
9 H -0.04
10 H 0.04
11 H 0.05
12 H 0.05
13 C -0.23
14 H 0.08
15 H 0.02
16 H 0.05
17 P 0.69
18 C -0.23
19 C -0.22
20 H -0.04
21 H 0.09
22 H 0.04
23 C -0.25
24 H 0.04
25 H 0.09
26 H 0.08
27 H 0.05
28 H 0.02
29 H 0.05
30 C -0.24
31 O 0.19
32 C -0.03
33 C -0.72
34 C -0.03
35 C 0.00
36 O -0.24
37 H 0.11
38 H 0.08
39 H 0.08
40 H 0.11
41 H 0.08
42 H 0.08
43 H 0.09
44 H 0.09
45 H 0.12

=====

Record 3
Formula: C11H27NO5P2
Source: OMol25
Level of theory: wB97M-V/def2-TZVPD

Cartesian coordinates (Å):
C -2.7279 -6.4526 0.5481
C -2.4940 -5.3849 0.0332
P -2.0085 -3.7255 -0.6942
C -3.3318 -2.7468 0.2404
C -4.2213 -1.8864 -0.6702
O -0.7892 -4.5751 -1.6734
C 0.0097 -3.7063 -2.4323
C 0.0334 -2.4364 -1.5879
P 0.6653 -0.9095 -2.3369
O 0.5806 -0.0515 -0.8833
O 2.2759 -1.2471 -2.4606
O -1.3056 -2.1802 -1.3069
H -2.8236 -7.3177 1.1597
H -1.0843 -3.5989 0.4065
H -2.8943 -3.8683 -1.8098
H -2.8574 -2.1109 0.9933
H -3.9659 -3.4650 0.7632
H -4.3208 -2.3270 -1.6629
H -5.2183 -1.7850 -0.2321
H -3.8281 -0.8717 -0.7637
H -0.4827 -3.4320 -3.3785
H 0.9882 -4.1641 -2.5870
H 0.6233 -2.6574 -0.6753
H -0.1871 -0.4645 -0.4424
H 2.7467 -1.2399 -1.6173
C 1.1821 3.5077 -0.3702
N 1.8837 2.9701 0.8436
C 2.9602 2.0438 0.3675
C 0.9155 2.1907 1.6607
C 2.5498 4.0483 1.6625
C 1.6586 5.0899 2.3034
O 0.9964 5.8608 1.3150
H 0.9569 2.6594 -1.0154
H 0.2616 3.9911 -0.0707
H 1.8386 4.2115 -0.8728
H 2.4870 1.2552 -0.2156
H 3.4715 1.6248 1.2306
H 3.6546 2.6084 -0.2499
H 0.1022 2.8369 1.9768
H 1.4286 1.7722 2.5236
H 0.5268 1.3997 1.0211
H 3.2642 4.5314 0.9961
H 3.0942 3.5255 2.4491
H 2.3180 5.7376 2.8886
H 0.9463 4.6366 2.9964
H 0.1208 6.1031 1.6301

Output
- Orbital gap: 5.90 eV
- Total energy: -1548.8017 Ha

Computed Löwdin charges, given in elementary charges:
1 C 0.00
2 C -0.24
3 P 0.52
4 C -0.37
5 C -0.19
6 O -0.34
7 C -0.28
8 C -0.61
9 P 0.89
10 O -0.36
11 O -0.31
12 O -0.38
13 H -0.01
14 H 0.04
15 H 0.04
16 H 0.06
17 H 0.06
18 H 0.05
19 H 0.05
20 H 0.05
21 H 0.11
22 H 0.11
23 H 0.11
24 H 0.04
25 H 0.04
26 C 0.03
27 N -0.36
28 C 0.01
29 C 0.02
30 C -0.11
31 C -0.22
32 O -0.05
33 H 0.10
34 H 0.10
35 H 0.12
36 H 0.08
37 H 0.11
38 H 0.12
39 H 0.11
40 H 0.12
41 H 0.09
42 H 0.14
43 H 0.14
44 H 0.13
45 H 0.12
46 H 0.10

=====

Q: The highest total energy belongs to which entry?
A: C11H27NO5P2

=====

Copy entry 3 word for word.
Formula: C11H27NO5P2
Source: OMol25
Level of theory: wB97M-V/def2-TZVPD

Cartesian coordinates (Å):
C -2.7279 -6.4526 0.5481
C -2.4940 -5.3849 0.0332
P -2.0085 -3.7255 -0.6942
C -3.3318 -2.7468 0.2404
C -4.2213 -1.8864 -0.6702
O -0.7892 -4.5751 -1.6734
C 0.0097 -3.7063 -2.4323
C 0.0334 -2.4364 -1.5879
P 0.6653 -0.9095 -2.3369
O 0.5806 -0.0515 -0.8833
O 2.2759 -1.2471 -2.4606
O -1.3056 -2.1802 -1.3069
H -2.8236 -7.3177 1.1597
H -1.0843 -3.5989 0.4065
H -2.8943 -3.8683 -1.8098
H -2.8574 -2.1109 0.9933
H -3.9659 -3.4650 0.7632
H -4.3208 -2.3270 -1.6629
H -5.2183 -1.7850 -0.2321
H -3.8281 -0.8717 -0.7637
H -0.4827 -3.4320 -3.3785
H 0.9882 -4.1641 -2.5870
H 0.6233 -2.6574 -0.6753
H -0.1871 -0.4645 -0.4424
H 2.7467 -1.2399 -1.6173
C 1.1821 3.5077 -0.3702
N 1.8837 2.9701 0.8436
C 2.9602 2.0438 0.3675
C 0.9155 2.1907 1.6607
C 2.5498 4.0483 1.6625
C 1.6586 5.0899 2.3034
O 0.9964 5.8608 1.3150
H 0.9569 2.6594 -1.0154
H 0.2616 3.9911 -0.0707
H 1.8386 4.2115 -0.8728
H 2.4870 1.2552 -0.2156
H 3.4715 1.6248 1.2306
H 3.6546 2.6084 -0.2499
H 0.1022 2.8369 1.9768
H 1.4286 1.7722 2.5236
H 0.5268 1.3997 1.0211
H 3.2642 4.5314 0.9961
H 3.0942 3.5255 2.4491
H 2.3180 5.7376 2.8886
H 0.9463 4.6366 2.9964
H 0.1208 6.1031 1.6301

Output
- Orbital gap: 5.90 eV
- Total energy: -1548.8017 Ha

Computed Löwdin charges, given in elementary charges:
1 C 0.00
2 C -0.24
3 P 0.52
4 C -0.37
5 C -0.19
6 O -0.34
7 C -0.28
8 C -0.61
9 P 0.89
10 O -0.36
11 O -0.31
12 O -0.38
13 H -0.01
14 H 0.04
15 H 0.04
16 H 0.06
17 H 0.06
18 H 0.05
19 H 0.05
20 H 0.05
21 H 0.11
22 H 0.11
23 H 0.11
24 H 0.04
25 H 0.04
26 C 0.03
27 N -0.36
28 C 0.01
29 C 0.02
30 C -0.11
31 C -0.22
32 O -0.05
33 H 0.10
34 H 0.10
35 H 0.12
36 H 0.08
37 H 0.11
38 H 0.12
39 H 0.11
40 H 0.12
41 H 0.09
42 H 0.14
43 H 0.14
44 H 0.13
45 H 0.12
46 H 0.10